[1]
Entry from OMol25: C6H10O in the gas phase (ωB97M-V/def2-TZVPD).

As for the lowest unoccupied orbital energy: 1.1 eV. The spin multiplicity is 1. For the energy above the lowest of the compared OMol25 structures with the same formula, charge and spin, the calculation gives 125.48 kJ/mol. Its SMILES is C[C@]12CC[C@H]1CO2. The HOMO energy comes out at -9.46 eV. The calculation puts the HOMO-LUMO gap at 10.524 eV.

Last column: Mulliken charge in e.
Positions of all 17 atoms, in Å:
C 1.819 0.497 -0.613  -1.456
C 0.557 0.104 0.109  1.223
C 0.255 -1.371 0.435  -0.816
C -1.226 -1.133 0.036  -0.740
C -0.841 0.270 -0.502  -0.081
C -1.030 1.361 0.547  -0.699
O 0.216 1.011 1.184  -0.505
H 2.687 0.421 0.048  0.349
H 1.982 -0.153 -1.481  0.367
H 1.747 1.531 -0.970  0.326
H 0.755 -2.033 -0.279  0.278
H 0.469 -1.706 1.452  0.274
H -1.910 -1.076 0.889  0.243
H -1.643 -1.841 -0.684  0.309
H -0.925 0.492 -1.565  0.407
H -1.888 1.232 1.221  0.288
H -1.024 2.393 0.172  0.231



[2]
Entry from OMol25: C6H10O in the gas phase in a non-equilibrium geometry (ωB97M-V/def2-TZVPD).

As for the lowest unoccupied orbital energy: 0.9 eV. The spin multiplicity is 1. For the energy above the lowest of the compared OMol25 structures with the same formula, charge and spin, the calculation gives 142.70 kJ/mol. Its SMILES is O=CCCC1CC1. The HOMO energy comes out at -9.89 eV. The calculation puts the HOMO-LUMO gap at 10.836 eV.

Last column: Mulliken charge in e.
Positions of all 17 atoms, in Å:
O 0.521 -1.438 2.802  -0.475
C 0.430 -2.116 1.798  -0.133
C -0.216 -1.427 0.641  -0.332
C 0.622 -0.445 -0.189  -0.812
C -0.287 0.475 -0.985  -0.028
C -0.846 1.723 -0.361  -0.553
C 0.218 1.820 -1.420  -0.620
H 0.701 -3.184 1.830  0.370
H -0.789 -2.101 -0.029  0.352
H -0.672 -0.756 1.420  0.213
H 1.323 -0.938 -0.871  0.352
H 1.211 0.157 0.513  0.312
H -0.948 -0.037 -1.685  0.368
H -1.857 2.027 -0.621  0.258
H -0.566 1.949 0.665  0.232
H -0.063 2.188 -2.403  0.259
H 1.219 2.103 -1.106  0.237



[3]
Entry from OMol25: 2 unconnected molecules or ions with the total composition C6H10O (ωB97M-V/def2-TZVPD).

As for the lowest unoccupied orbital energy: 0.9 eV. The spin multiplicity is 1. For the energy above the lowest of the compared OMol25 structures with the same formula, charge and spin, the calculation gives 184.90 kJ/mol. Its SMILES is C=C/C=C/O.C=C. The HOMO energy comes out at -8.42 eV. The calculation puts the HOMO-LUMO gap at 9.316 eV.

Last column: Mulliken charge in e.
Positions of all 17 atoms, in Å:
O 2.473 -0.703 0.061  -0.467
C 1.509 0.184 -0.292  -0.072
C -0.619 -2.377 -0.066  -0.399
C -1.487 -1.505 0.437  -0.568
C -1.061 1.745 -0.755  -0.870
C -0.047 2.078 0.048  -0.107
C 1.054 1.195 0.455  -0.263
H 2.745 -0.522 0.971  0.302
H 1.131 -0.028 -1.288  0.448
H 0.450 -2.293 0.121  0.227
H -0.939 -3.208 -0.689  0.245
H -1.163 -0.667 1.051  0.281
H -2.555 -1.586 0.248  0.232
H -1.175 0.740 -1.155  0.203
H -1.821 2.473 -1.029  0.257
H -0.017 3.087 0.459  0.291
H 1.521 1.388 1.422  0.259



[4]
Entry from OMol25: a molecular structure, C6H10O (ωB97M-V/def2-TZVPD).

As for the lowest unoccupied orbital energy (alpha / beta): 0.4 / 0.3 eV. The spin multiplicity is 1. For the energy above the lowest of the compared OMol25 structures with the same formula, charge and spin, the calculation gives 372.91 kJ/mol. The HOMO energy (alpha / beta) comes out at -7.78 / -7.77 eV. The calculation puts the HOMO-LUMO gap (alpha / beta) at 8.142 / 8.093 eV.

Last column: Mulliken charge in e.
Positions of all 17 atoms, in Å:
C -0.695 1.516 1.646  -1.472
C -0.624 0.877 0.271  0.639
C 0.714 0.599 -0.432  -1.022
C 0.191 -0.766 -0.999  1.282
O -0.192 -0.834 -2.343  -0.478
C 0.823 -1.875 -0.363  -1.107
C -0.845 -0.602 0.062  -1.100
H -0.358 2.560 1.639  0.348
H -0.078 0.957 2.356  0.348
H -1.728 1.509 2.020  0.351
H -1.273 1.443 -0.426  0.245
H 1.499 0.447 0.315  0.296
H 1.020 1.249 -1.244  0.295
H 0.591 -1.123 -2.828  0.363
H 0.650 -2.881 -0.763  0.328
H 1.618 -1.776 0.359  0.247
H -1.313 -1.303 0.729  0.435



[5]
Entry from OMol25: C6H10O in the gas phase (ωB97M-V/def2-TZVPD).

As for the lowest unoccupied orbital energy: 0.8 eV. The spin multiplicity is 1. For the energy above the lowest of the compared OMol25 structures with the same formula, charge and spin, the calculation gives 124.88 kJ/mol. Its SMILES is C=C/C=C\CCO. The HOMO energy comes out at -8.80 eV. The calculation puts the HOMO-LUMO gap at 9.620 eV.

Last column: Mulliken charge in e.
Positions of all 17 atoms, in Å:
O -1.784 1.040 1.049  -0.507
C 0.014 -0.977 -1.733  0.083
C 0.696 0.104 -2.109  -0.856
C -0.440 1.416 0.843  -0.410
C 0.575 0.319 1.200  -0.896
C 0.164 -1.079 0.814  -0.107
C -0.077 -1.588 -0.400  -0.310
H -1.851 0.639 1.923  0.321
H -0.538 -1.510 -2.509  0.282
H 0.637 0.431 -3.148  0.213
H 1.249 0.694 -1.404  0.275
H -0.186 2.316 1.425  0.309
H -0.373 1.675 -0.216  0.290
H 1.545 0.576 0.751  0.342
H 0.739 0.337 2.285  0.356
H 0.035 -1.767 1.649  0.319
H -0.404 -2.625 -0.420  0.295



[6]
Entry from OMol25: a molecular structure, C6H10O in a non-equilibrium geometry (ωB97M-V/def2-TZVPD).

As for the lowest unoccupied orbital energy: 1.2 eV. The spin multiplicity is 1. For the energy above the lowest of the compared OMol25 structures with the same formula, charge and spin, the calculation gives 235.68 kJ/mol. The HOMO energy comes out at -9.00 eV. The calculation puts the HOMO-LUMO gap at 10.153 eV.

Last column: Mulliken charge in e.
Positions of all 17 atoms, in Å:
C 2.274 -0.115 -0.153  -1.197
C 1.099 0.773 0.235  -0.387
C -0.050 -0.059 0.748  0.181
O -1.163 0.748 1.195  -0.482
C -1.982 -0.047 0.393  -0.164
C -1.675 0.034 -1.083  -0.661
C -0.942 -0.921 -0.196  -0.376
H 1.983 -0.814 -0.946  0.314
H 2.618 -0.705 0.705  0.311
H 3.115 0.480 -0.516  0.352
H 0.767 1.379 -0.617  0.198
H 1.379 1.479 1.027  0.290
H 0.246 -0.669 1.605  0.363
H -2.959 -0.391 0.730  0.420
H -2.713 -0.019 -1.355  0.358
H -1.116 0.852 -1.527  0.123
H -0.881 -2.003 -0.245  0.358



[7]
Entry from OMol25: C6H10O in the gas phase (ωB97M-V/def2-TZVPD).

As for the lowest unoccupied orbital energy: 1.1 eV. The spin multiplicity is 1. For the energy above the lowest of the compared OMol25 structures with the same formula, charge and spin, the calculation gives 65.90 kJ/mol. Its SMILES is O=CCCC1CC1. The HOMO energy comes out at -9.78 eV. The calculation puts the HOMO-LUMO gap at 10.844 eV.

Last column: Mulliken charge in e.
Positions of all 17 atoms, in Å:
O -2.113 2.247 -1.033  -0.471
C -1.699 1.385 -1.770  -0.007
C -0.808 0.247 -1.330  -0.534
C -0.655 0.152 0.186  -0.712
C 0.372 -0.877 0.606  -0.069
C 1.829 -0.505 0.625  -0.562
C 1.089 -0.721 1.916  -0.633
H -1.960 1.395 -2.853  0.339
H -1.198 -0.689 -1.759  0.339
H 0.174 0.399 -1.806  0.291
H -1.627 -0.079 0.639  0.328
H -0.370 1.135 0.579  0.282
H 0.146 -1.900 0.308  0.401
H 2.563 -1.247 0.322  0.263
H 2.090 0.516 0.357  0.245
H 1.315 -1.611 2.497  0.262
H 0.852 0.154 2.516  0.236



[8]
Entry from OMol25: C6H10O in the gas phase (ωB97M-V/def2-TZVPD).

As for the lowest unoccupied orbital energy: 0.5 eV. The spin multiplicity is 1. For the energy above the lowest of the compared OMol25 structures with the same formula, charge and spin, the calculation gives 474.95 kJ/mol. The HOMO energy comes out at -8.60 eV. The calculation puts the HOMO-LUMO gap at 9.138 eV.

Last column: Mulliken charge in e.
Positions of all 17 atoms, in Å:
C -1.650 0.148 1.017  -0.554
C -1.955 0.150 -0.428  -0.717
C -0.898 -0.813 0.141  -0.300
C 0.619 -0.625 -0.046  0.393
C 0.407 -0.197 -1.400  -0.798
C 2.296 0.925 0.182  -0.835
O 1.157 0.363 0.789  -0.362
H -1.066 0.969 1.408  0.214
H -2.368 -0.294 1.698  0.271
H -2.871 -0.321 -0.768  0.299
H -1.621 0.990 -1.016  0.355
H -1.199 -1.852 0.184  0.439
H 1.102 -1.585 0.159  0.446
H 0.294 -1.109 -1.986  0.182
H 2.039 1.254 -0.842  0.433
H 3.127 0.207 0.136  0.286
H 2.586 1.791 0.772  0.247